No. 1
13
Properties=species:S:1:pos:R:3:forces:R:3 method="wB97M-V/def2-TZVPD" e_homo_ev=-9.996 lumo_energy_ha=0.035 homo_lumo_gap_ha=0.4019 molar_mass_da=63.10 smiles=[H][H].C1CO1.N total_energy_ev=-5755.1082
O 0.2418 -1.2664 -0.6755 0.28 -0.24 0.22
N -2.7465 1.6832 1.4061 0.33 0.29 -0.46
C 0.5190 -0.6706 -1.9386 -0.44 -0.32 0.17
C -0.6611 -1.5348 -1.7251 0.44 1.03 -0.44
H -3.7353 1.5049 1.4221 -0.22 -0.15 0.14
H 6.1283 1.1055 3.4515 0.00 0.00 0.00
H 1.3691 -1.0784 -2.4710 0.09 0.12 0.05
H -2.3035 1.2795 2.2141 -0.05 -0.16 0.19
H -1.5857 -0.9869 -1.6438 -0.46 -0.31 0.02
H -2.3586 1.2359 0.5827 -0.05 0.02 0.13
H -0.6617 -2.5221 -2.1550 -0.10 -0.28 0.13
H 5.4337 0.8491 3.4860 -0.01 0.00 0.00
H 0.3606 0.4012 -1.9535 0.18 0.01 -0.16

=====

No. 2
68
Properties=species:S:1:pos:R:3:forces:R:3 method="wB97M-V/def2-TZVPD" e_homo_ev=-10.410 lumo_energy_ha=0.009 homo_lumo_gap_ha=0.3918 molar_mass_da=536.44 smiles="COC(=O)OC.COC(=O)OC.COC(=O)OC.COC(=O)OC.O=C1OCCO1.O=C1OCCO1" total_energy_ev=-56039.0937
O -19.0209 -7.1682 6.7476 0.44 0.90 -1.03
O -24.3466 -12.0122 7.3147 0.03 0.34 2.29
O -14.1180 -7.6372 6.9333 -0.37 -0.42 0.97
O -15.1170 -6.2020 8.3544 -0.20 0.08 -0.12
O -21.8193 -13.0843 10.0310 0.19 -1.31 -0.31
O -16.7802 -12.2091 1.7690 -0.02 -0.95 -0.50
O -19.0307 -2.6146 8.2295 0.69 0.02 0.16
O -19.5587 -2.8628 6.0532 -0.31 0.15 -0.75
O -21.1397 -2.7343 7.5054 -0.21 0.00 -0.72
O -20.7651 -11.2331 9.2624 0.28 0.22 -0.63
O -15.6892 -10.3001 2.2441 0.02 0.45 0.34
O -19.5235 -9.3123 6.5949 0.48 -0.33 0.42
O -22.6533 -11.0107 10.1891 -0.53 0.46 -0.34
O -17.2165 -10.9440 3.5885 0.20 -0.04 0.30
O -18.9899 -8.3592 8.5862 0.48 -0.35 0.30
O -23.1658 -10.5990 6.2225 -0.11 0.15 0.73
O -24.3810 -12.1435 5.0811 0.21 0.31 0.43
O -13.1986 -5.6763 7.3228 0.47 0.89 0.25
C -21.7451 -11.9165 9.8070 -0.42 1.29 0.80
C -18.3907 -6.2587 7.6539 0.53 -1.70 0.41
C -18.4461 -7.1133 8.9884 -0.04 2.22 -1.24
C -23.8166 -11.5302 10.8276 0.37 -0.63 -0.05
C -12.8378 -7.7590 6.3697 0.84 0.86 -1.05
C -19.1410 -8.3878 7.2499 -1.51 0.15 -0.12
C -22.6404 -10.0301 5.0322 0.31 -0.42 -0.63
C -18.2014 -2.7897 5.6636 0.66 -1.25 -1.13
C -14.2295 -6.4734 7.6122 0.06 -0.45 -0.07
C -18.1003 -11.9354 4.1352 -0.24 0.68 -0.37
C -25.0012 -13.2536 7.5308 0.09 -0.59 -1.18
C -12.2256 -6.3326 6.5291 -0.74 -1.34 -0.74
C -19.6943 -11.9639 8.6633 0.14 0.06 0.63
C -21.6103 -2.4182 8.7957 -0.24 0.29 1.05
C -19.8198 -2.7289 7.3341 -0.39 0.30 0.80
C -24.0099 -11.6303 6.1165 0.29 -0.21 -1.91
C -16.5684 -11.2779 2.4791 -0.26 1.12 0.05
C -15.1560 -10.1813 0.9386 0.36 -0.25 -0.31
H -23.5397 -11.6946 11.8700 -0.49 -0.07 0.06
H -11.2586 -6.3539 7.0198 -0.01 0.29 0.03
H -23.4511 -9.7802 4.3510 0.11 0.03 -0.10
H -20.0773 -12.7313 7.9919 0.09 0.07 -0.04
H -24.6498 -10.8448 10.7063 0.29 0.34 0.08
H -24.0976 -12.4739 10.3570 0.06 -0.01 0.22
H -21.6062 -1.3455 9.0112 0.13 0.04 -0.45
H -13.0097 -7.9574 5.3113 0.32 -0.35 0.11
H -22.6431 -2.7526 8.8457 0.09 -0.17 -0.03
H -17.6399 -3.6145 6.1074 0.23 0.60 0.68
H -21.9398 -10.7281 4.5685 -0.32 -0.20 -0.17
H -12.1900 -5.9434 5.5126 0.26 0.76 0.34
H -25.8521 -13.3238 6.8566 -0.12 -0.13 0.10
H -17.4503 -7.2147 9.4021 -0.07 -0.19 0.24
H -17.4936 -12.6038 4.7416 -0.35 -0.30 -0.05
H -19.1037 -12.4126 9.4663 0.01 -0.17 -0.21
H -22.0180 -9.1699 5.2631 -0.41 0.13 0.51
H -19.1098 -6.4887 9.5834 -0.16 -0.95 0.83
H -17.7583 -1.8007 5.7262 -0.05 -0.02 0.63
H -25.2992 -13.3878 8.5644 0.04 0.62 0.09
H -14.5425 -11.0482 0.6907 -0.04 0.01 -0.04
H -18.6517 -12.3980 3.3171 0.26 -0.43 0.18
H -24.3005 -14.0558 7.2973 -0.05 -0.07 -0.09
H -14.5378 -9.2876 0.9595 0.02 -0.03 0.01
H -12.1581 -8.4897 6.8097 -0.68 -0.35 0.27
H -17.3574 -6.1285 7.3389 -0.06 0.28 -0.04
H -21.0041 -2.8602 9.5871 -0.07 -0.31 -0.20
H -18.1491 -3.0817 4.6102 -0.54 0.32 -0.04
H -19.1090 -11.2005 8.1605 -0.04 -0.21 -0.22
H -18.8183 -11.3669 4.7236 0.20 -0.10 0.28
H -18.9398 -5.3244 7.6635 -0.04 -0.02 0.16
H -15.9258 -10.0583 0.1762 -0.14 -0.09 0.15

=====

No. 3
8
Properties=species:S:1:pos:R:3:forces:R:3 method="wB97M-V/def2-TZVPD" e_homo_ev=-10.575 lumo_energy_ha=-0.021 homo_lumo_gap_ha=0.3672 molar_mass_da=82.07 smiles=c1cnnnn1 total_energy_ev=-8062.9473
N 0.3186 1.0475 -0.9278 1.19 0.08 1.34
N 1.6719 -0.5187 0.2053 -0.28 -0.02 -0.71
N 0.5612 -1.2368 0.4980 -0.09 0.44 0.09
N 1.5749 0.4103 -0.6550 -1.17 0.37 -0.22
C -0.6433 0.7204 -0.1107 0.38 -0.43 -0.07
C -0.5753 -0.6227 0.3626 -0.08 -0.09 -0.11
H -1.4711 -1.2237 0.4465 -0.08 0.05 0.48
H -1.4368 1.4236 0.1810 0.14 -0.40 -0.79

=====

No. 4
12
Properties=species:S:1:pos:R:3:forces:R:3 method="wB97M-V/def2-TZVPD" e_homo_ev=-8.277 lumo_energy_ha=0.037 homo_lumo_gap_ha=0.3412 molar_mass_da=86.09 total_energy_ev=-8233.1667
O -2.0055 -0.9112 0.0757 0.11 -0.37 -0.22
N 0.3384 -0.0405 -0.0245 0.80 -0.44 -0.17
N -1.9816 0.5191 -0.0793 1.14 -0.49 0.38
C 2.7670 -0.4771 -0.0811 -1.25 -0.20 0.89
C 1.7227 0.3666 0.1676 -1.16 -1.01 -1.45
C -0.7227 0.8620 -0.1039 -0.67 -0.78 0.80
H 1.7832 1.4701 0.3839 0.34 -1.42 -0.19
H 2.6869 -1.6289 -0.2347 -0.07 2.44 0.11
H 3.7470 -0.0425 0.0608 0.11 -0.29 -0.06
H -0.5289 1.9531 -0.0308 0.03 -0.95 -0.41
H 0.1403 -1.0587 -0.2739 0.28 2.25 0.67
H -2.8839 -1.2629 0.3201 0.35 1.25 -0.35

=====

No. 5
18
Properties=species:S:1:pos:R:3:forces:R:3 method="wB97M-V/def2-TZVPD" e_homo_ev=-12.863 lumo_energy_ha=-0.308 homo_lumo_gap_ha=0.1643 molar_mass_da=106.21 total_charge=+1 total_energy_ev=-16656.5523
S 0.4078 1.3472 -0.6824 0.20 -0.75 1.94
N -3.5282 -1.0904 -3.9810 -0.26 0.69 0.23
C 0.7161 -0.9561 3.3665 -0.47 -0.03 0.62
C 2.3748 0.1434 1.8130 -0.62 -0.50 0.80
C 1.0347 -0.4343 2.2035 0.39 -0.24 -0.37
C -0.4961 -0.0203 -0.8857 2.13 1.46 -3.00
H 0.1835 -0.8605 -1.0392 -0.39 -0.31 0.27
H -3.4492 -1.6764 -4.7954 0.19 -0.21 0.05
H -4.4017 -1.2750 -3.5099 -0.10 -0.08 -0.09
H 1.3441 -0.9724 4.2431 0.31 0.10 -0.01
H -2.7869 -1.2388 -3.3182 0.18 -0.45 -0.15
H -0.4974 2.1787 -0.1108 -0.48 0.30 -1.07
H 0.2741 -0.5834 1.4422 -0.03 0.24 -0.18
H 3.0576 -0.0811 2.6352 0.18 -0.05 -0.23
H -0.2710 -1.3665 3.5044 -0.13 -0.17 0.06
H 2.7168 -0.3607 0.9043 0.26 0.47 0.00
H -1.2578 0.1111 -1.6736 -1.46 -0.51 1.66
H 2.3444 1.2315 1.7674 0.09 0.04 -0.51

=====

No. 6
27
Properties=species:S:1:pos:R:3:forces:R:3 method="wB97M-V/def2-TZVPD" e_homo_ev=-7.934 lumo_energy_ha=0.034 homo_lumo_gap_ha=0.3251 molar_mass_da=161.25 smiles=Cc1c[nH]c2ccccc12.CC total_energy_ev=-13137.1360
N 1.6672 1.2364 -1.3970 -2.46 0.87 3.33
C 0.5808 -2.6860 1.3940 0.34 -0.74 -0.54
C 0.4845 0.4371 -1.3547 -0.89 0.03 1.27
C -1.3253 -1.1165 -2.1460 2.88 0.49 -3.98
C -0.2245 -2.2740 2.6361 2.54 1.41 0.97
C 0.0686 2.1606 1.9460 -0.35 3.04 4.26
C -1.9069 -0.8116 -0.9972 -2.25 0.42 3.17
C 0.5517 1.8060 0.6639 -2.54 -3.32 -3.12
C -1.3786 -0.0511 0.0819 -0.67 1.01 0.57
C 1.5809 2.0079 -0.1247 3.58 1.72 -2.22
C -0.0217 -0.5148 -2.2861 -0.04 1.90 -0.05
C -0.2588 0.7944 -0.0780 1.39 -2.61 -2.56
H -1.7629 -1.6271 -3.1188 0.69 0.98 2.59
H 2.2884 2.8542 0.1054 -0.30 -1.33 -0.70
H 0.7495 1.7751 2.7464 -0.34 0.58 -0.47
H 0.2528 -2.1284 0.3727 1.08 -1.29 2.61
H -2.9500 -0.9984 -0.7933 -0.18 -0.90 -0.21
H -0.1912 3.3134 2.2309 0.90 -2.59 -1.00
H 2.5077 1.1539 -1.9588 -0.57 -0.07 0.27
H 1.6171 -2.4342 1.8099 -0.91 -0.72 -2.01
H -0.8459 1.6245 2.1359 -0.48 -0.04 0.02
H 0.5920 -1.6321 3.2387 -2.61 -1.03 -0.76
H -1.0444 -1.6980 2.3132 -1.06 1.01 0.17
H 0.4573 -3.8184 1.2833 0.51 1.56 -0.35
H -0.5874 -3.0653 3.2833 0.17 -0.25 -0.08
H -2.0687 -0.1343 0.9874 1.28 0.84 -1.08
H 0.4114 -0.3528 -3.2689 0.26 -0.96 -0.10

=====

No. 7
37
Properties=species:S:1:pos:R:3:forces:R:3 method="wB97M-V/def2-TZVPD" e_homo_ev=-0.779 lumo_energy_ha=0.096 homo_lumo_gap_ha=0.1251 molar_mass_da=420.61 total_charge=-2 total_energy_ev=-64264.1823
S -1.7027 -2.3894 -4.9813 -0.25 -3.16 -3.88
S 3.2099 -4.4670 -2.4508 -0.45 0.78 0.37
Mg 0.6524 -1.5575 -2.0349 0.26 -2.04 -1.93
O 1.8209 -4.5697 -2.1638 -8.12 -0.28 2.27
O 3.8255 -5.4713 -1.6183 2.77 -0.02 1.03
O -0.5593 5.4878 -1.9497 -1.83 -2.42 1.63
O 1.2172 5.1693 -3.0874 1.75 -3.90 -1.51
O 3.2135 -4.7956 -3.8345 2.48 -0.07 -3.33
O -2.0524 -1.9557 -3.6778 -3.61 -0.29 4.62
O -0.6160 -2.3058 2.6513 -1.23 -1.65 3.49
O 0.0342 -3.7110 4.2616 2.92 -0.45 0.66
O -2.0468 -3.2549 4.2385 -1.36 1.64 -0.41
O -0.3981 -1.8134 -4.9823 8.05 2.31 0.24
O 3.3038 -3.0141 -2.1071 2.55 1.03 0.14
O -1.5967 -3.8276 -5.3495 -1.09 0.88 1.58
O 0.2153 3.3422 -2.1192 0.13 3.70 -1.03
O -2.2996 -1.6683 -6.0854 -2.60 0.81 -1.14
C 0.2608 4.5407 -2.3942 0.38 -4.21 1.55
C -0.4239 -4.3258 5.4272 0.24 -0.48 1.69
C -0.8394 -2.9745 3.6670 -0.82 1.50 -3.93
C -0.3600 6.5998 -2.7040 -1.74 3.28 1.45
C 1.0580 6.4901 -2.9839 0.93 2.96 -0.83
C -0.6395 7.8129 -1.8039 -0.34 0.73 -0.91
C -1.9266 -3.8922 5.4881 1.17 -1.03 -0.36
C 0.3406 -3.8478 6.6843 -0.44 0.23 -0.03
H 1.4249 -3.7388 6.6662 -0.04 -0.17 -0.78
H 0.1647 -4.5340 7.5127 -0.36 -0.04 0.02
H 1.6358 6.8529 -2.1338 0.24 0.30 -0.06
H -0.0741 -2.8737 6.9437 0.15 0.10 0.24
H -2.6348 -4.7192 5.5393 0.12 -0.05 -0.19
H -0.2560 -5.3966 5.3124 -0.29 -0.04 -0.14
H -2.1067 -3.2616 6.3588 -0.05 0.48 -0.28
H -0.9102 8.6427 -2.4568 -0.18 0.20 0.06
H -1.0150 6.5576 -3.5742 0.05 0.17 -0.23
H -1.4486 7.6738 -1.0869 0.02 -0.26 -0.19
H 1.2791 7.0419 -3.8975 0.60 -0.23 -0.05
H 0.2498 8.1538 -1.2739 0.01 -0.32 0.14

=====

No. 8
65
Properties=species:S:1:pos:R:3:forces:R:3 method="wB97M-V/def2-TZVPD" e_homo_ev=-9.859 lumo_energy_ha=-0.211 homo_lumo_gap_ha=0.1510 molar_mass_da=508.36 total_charge=+1 total_energy_ev=-45995.4589
O -1.0851 4.0788 -2.8137 0.18 0.56 -0.51
O 0.2084 2.0046 -0.7077 0.25 -2.17 -0.90
O -3.4210 1.0848 1.5964 0.96 0.42 -0.47
O -1.8906 2.4434 0.5520 -0.33 -1.61 -0.45
O 5.9465 -0.1621 2.3351 -2.30 -0.46 -1.01
O 1.5136 0.4623 -1.8057 -0.37 0.64 0.24
N -1.9524 1.1568 -1.5758 1.12 -0.25 0.72
C -0.2466 -5.0548 -1.7065 0.67 0.07 -0.36
C -3.1064 1.5772 -2.4145 0.00 -0.25 0.06
C 2.9495 -0.9378 0.3898 0.04 -0.26 -0.06
C -2.4475 -3.3821 2.0080 0.92 -0.16 -1.10
C 2.4458 -1.2929 2.7166 -0.50 0.01 -0.16
C 0.7879 -2.0247 1.0166 1.39 0.27 0.85
C 4.6319 -0.4995 2.0759 0.73 0.21 -0.04
C -1.8724 -1.7654 3.7037 -0.55 -0.17 0.18
C -1.5119 5.3696 -2.9948 -1.21 1.11 1.51
C 4.1921 -0.4939 0.7346 0.69 0.21 0.27
C -1.4313 3.7316 -1.5445 -0.89 0.06 1.90
C -0.6837 -3.5934 0.1255 0.50 -0.71 -1.20
C 6.4009 -0.5222 3.6205 0.37 -0.17 0.71
C -0.7775 0.6230 -2.3343 -1.21 -0.63 -0.36
C 0.9923 -4.4428 -1.8993 -0.32 -0.38 -0.37
C -0.7181 -1.4217 3.0374 0.50 -0.02 -0.64
C 1.4078 -3.4072 -1.0933 -0.07 0.53 0.80
C -2.3178 0.3463 -0.3661 -0.42 -0.94 -1.36
C -0.3887 -2.0865 1.8484 -0.77 -0.05 0.73
C -1.2811 -3.0484 1.3247 -0.75 0.39 1.32
C -2.0833 4.7691 -0.9364 0.19 -1.14 0.42
C -1.0876 -4.6429 -0.6943 -0.13 0.81 1.05
C 2.0396 -1.3898 1.3672 -0.94 -0.33 -0.29
C 0.5662 -2.9561 -0.0668 -0.20 -0.49 -1.11
C 0.4618 1.0204 -1.5972 0.55 0.50 0.97
C -1.3281 6.1740 -4.2201 0.47 -0.64 -0.58
C -2.1430 5.8107 -1.8509 0.49 0.39 -1.55
C 3.6946 -0.8684 3.0636 0.88 0.19 0.17
C -2.6151 1.3197 0.7265 -0.60 0.80 1.03
C -2.7287 -2.7444 3.1979 0.24 0.51 0.57
B -1.2268 2.3462 -0.7736 0.18 3.06 -0.69
H 4.8803 -0.1576 -0.0201 0.13 0.12 -0.19
H -0.0728 -0.6501 3.4174 0.02 0.23 0.14
H -1.6353 5.6067 -5.0976 0.05 0.05 -0.20
H 1.7733 -1.6264 3.4854 -0.01 -0.11 0.21
H 2.3883 -2.9824 -1.2076 0.20 0.06 -0.16
H -0.2817 6.4541 -4.3430 0.05 0.05 -0.14
H -3.0871 -4.1569 1.6222 -0.23 -0.10 -0.04
H -3.6132 -3.0148 3.7523 -0.12 0.03 0.05
H -0.5313 -5.8856 -2.3313 -0.03 -0.09 -0.12
H -3.5283 0.7091 -2.9128 -0.02 -0.20 0.02
H -3.1768 -0.2907 -0.5764 0.03 -0.01 0.06
H -2.0150 -5.1534 -0.4938 -0.17 -0.09 -0.07
H 2.6321 -0.8934 -0.6363 0.09 0.01 -0.15
H -2.1193 -1.2696 4.6292 -0.05 0.05 0.05
H -3.8700 2.0364 -1.7899 0.11 0.04 0.09
H 6.1685 -1.5699 3.8049 -0.02 -0.06 0.17
H -0.8337 -0.4635 -2.4167 0.03 0.04 -0.09
H 7.4825 -0.4075 3.6607 -0.11 0.16 -0.26
H 5.9525 0.1102 4.3863 0.01 0.00 0.06
H -1.4768 -0.2864 -0.0733 0.04 0.08 -0.05
H -0.7649 1.0477 -3.3386 -0.02 0.09 0.06
H -1.9285 7.0838 -4.1805 0.06 -0.18 0.19
H 1.6417 -4.7962 -2.6844 0.06 -0.05 -0.07
H -2.5958 6.7762 -1.7019 0.07 0.08 -0.15
H 3.9774 -0.8362 4.1021 -0.06 -0.09 0.12
H -2.7794 2.2944 -3.1659 0.10 -0.03 0.20
H -2.4812 4.7404 0.0645 0.05 0.02 -0.02